1.
Below is C27H44InN3OP3 as an isolated structure at a distorted geometry, with properties calculated with wB97M-V/def2-TZVPD.

Last column: Löwdin charge in e.
Positions of all 79 atoms, in Å:
In  0.791  -0.143  -2.822  0.913
P  -1.067  2.069  2.078  0.890
P  -0.821  1.697  -2.996  0.759
P  1.970  -1.224  1.906  0.763
H  2.675  1.784  -3.425  0.081
C  2.732  0.719  -3.170  -0.207
C  2.441  -0.285  -4.190  -0.185
H  2.145  0.045  -5.198  0.084
C  -0.819  2.809  3.702  -0.206
C  -2.410  2.949  1.247  -0.220
C  -1.366  0.299  2.155  -0.235
C  -0.798  2.455  -4.641  -0.202
C  -2.550  1.429  -2.547  -0.208
C  -0.141  2.952  -1.872  -0.241
C  3.610  -1.830  1.335  -0.299
C  1.271  -2.839  2.402  -0.297
C  2.448  -0.514  3.558  -0.259
H  3.451  0.502  -2.366  0.060
H  3.036  -1.215  -4.175  0.092
H  -1.140  2.127  4.500  0.065
H  -1.365  3.759  3.785  0.067
H  0.257  3.021  3.809  0.053
H  -2.918  3.633  1.941  0.067
H  -3.165  2.258  0.838  0.047
H  -2.008  3.546  0.413  0.038
H  -1.595  0.013  3.192  0.068
H  -0.451  -0.228  1.831  -0.034
H  -2.201  0.004  1.503  0.035
H  -1.776  2.937  -4.818  0.080
H  -0.614  1.688  -5.409  0.065
H  0.009  3.201  -4.704  0.078
H  -3.174  2.078  -3.180  0.079
H  -2.718  1.654  -1.482  0.047
H  -2.822  0.378  -2.728  0.054
H  -0.724  3.884  -1.954  0.089
H  0.913  3.164  -2.107  0.061
H  -0.138  2.609  -0.827  0.018
H  3.983  -2.566  2.061  0.056
H  4.314  -0.996  1.241  0.023
H  3.473  -2.300  0.355  0.031
H  2.073  -3.509  2.749  0.056
H  0.780  -3.281  1.519  0.017
H  0.522  -2.706  3.198  0.047
H  3.481  -0.764  3.788  0.047
H  1.777  -0.897  4.328  0.044
H  2.354  0.570  3.480  0.011
C  2.615  2.868  0.985  -0.260
C  3.470  3.888  1.495  0.059
C  4.838  3.865  1.251  -0.008
C  5.423  2.819  0.519  0.020
C  4.610  1.752  0.105  -0.038
C  3.234  1.781  0.334  -0.021
O  1.267  3.029  0.990  -0.066
H  0.387  2.480  1.418  -0.044
H  3.027  4.711  2.047  0.138
H  5.487  4.675  1.578  0.134
H  6.488  2.809  0.307  0.137
H  5.053  0.898  -0.387  0.113
H  2.590  0.972  0.002  0.066
N  -7.954  -4.953  1.049  0.209
C  -6.879  -4.622  0.776  -0.152
C  -5.540  -4.220  0.427  -0.197
C  -4.545  -5.190  0.237  0.024
C  -3.262  -4.812  -0.146  0.018
C  -2.973  -3.466  -0.366  -0.184
C  -3.952  -2.477  -0.144  0.000
C  -5.240  -2.863  0.260  0.009
N  -1.718  -3.098  -0.893  0.027
C  -0.657  -3.972  -1.200  0.034
C  0.323  -3.216  -1.782  -0.062
N  -0.117  -1.892  -1.808  -0.066
C  -1.330  -1.856  -1.254  -0.122
H  -4.779  -6.243  0.384  0.143
H  -2.487  -5.572  -0.296  0.119
H  -3.717  -1.422  -0.278  0.091
H  -6.006  -2.105  0.429  0.135
H  -0.697  -5.019  -1.017  0.128
H  1.263  -3.506  -2.179  0.119
H  -1.948  -0.978  -1.150  0.104

Cartesian forces (eV/Å) of the 6 atoms listed first:
-1.80 -1.62 1.04
0.55 0.52 -0.07
-0.18 1.16 0.20
0.33 0.03 0.26
-0.21 -0.33 0.09
1.49 0.19 -0.13

* HOMO level (alpha / beta): -15.78 / -15.78 eV
* lowest unoccupied orbital energy (alpha / beta): -10.283 / -10.948 eV
* maximum force: 0.102 Eh/bohr
* energy above the lowest of the compared OMol25 structures with the same formula, charge and spin: 59.8 kcal per mole
* Kohn-Sham gap (alpha / beta): 0.2021 / 0.1776 Ha
* net charge: +3
* E: -2507.824130 hartree

***

2.
Below is C27H44N3P3SSm as an isolated structure at a distorted geometry, with properties calculated with wB97M-V/def2-TZVPD.

Last column: Löwdin charge in e.
Positions of all 79 atoms, in Å:
Sm  0.090  0.198  0.015  1.276
P  -0.588  -2.545  0.408  0.689
P  2.092  -0.942  -1.740  0.705
P  -2.413  0.818  1.139  0.685
H  -0.277  0.745  -2.924  0.073
C  -0.691  1.370  -2.123  -0.132
C  0.074  2.325  -1.467  -0.122
H  1.102  2.571  -1.790  0.088
C  -1.668  -3.252  -0.902  -0.234
C  0.756  -3.783  0.497  -0.249
C  -1.531  -2.951  1.925  -0.250
C  2.864  0.420  -2.699  -0.250
C  3.573  -1.837  -1.145  -0.238
C  1.443  -2.048  -3.052  -0.251
C  -2.780  2.589  0.862  -0.278
C  -2.625  0.608  2.930  -0.241
C  -3.823  -0.078  0.369  -0.271
H  -1.781  1.318  -2.001  0.082
H  -0.373  3.073  -0.792  0.085
H  -1.906  -4.302  -0.669  0.081
H  -1.158  -3.193  -1.874  0.040
H  -2.596  -2.668  -0.967  0.043
H  0.324  -4.769  0.725  0.079
H  1.456  -3.497  1.295  0.041
H  1.315  -3.826  -0.446  0.032
H  -1.679  -4.040  1.983  0.077
H  -2.501  -2.437  1.932  0.031
H  -0.958  -2.612  2.801  0.057
H  3.597  0.009  -3.412  0.080
H  3.376  1.100  -2.002  0.049
H  2.094  0.994  -3.236  0.041
H  4.043  -2.386  -1.974  0.079
H  3.287  -2.541  -0.349  0.027
H  4.286  -1.112  -0.725  0.055
H  2.200  -2.214  -3.839  0.079
H  0.551  -1.587  -3.502  0.047
H  1.151  -3.012  -2.612  0.036
H  -3.767  2.865  1.258  0.063
H  -2.728  2.826  -0.210  0.024
H  -1.996  3.184  1.354  0.057
H  -3.638  0.875  3.271  0.085
H  -1.887  1.248  3.433  0.061
H  -2.398  -0.427  3.209  0.033
H  -4.796  0.323  0.701  0.056
H  -3.753  -1.151  0.603  0.029
H  -3.756  0.018  -0.728  0.035
C  -6.238  3.173  -2.616  -0.640
C  -7.233  2.589  -3.426  -0.107
C  -7.579  3.190  -4.635  -0.065
C  -6.952  4.375  -5.040  -0.065
C  -5.979  4.972  -4.225  -0.073
C  -5.627  4.379  -3.013  -0.131
S  -5.735  2.438  -1.118  0.791
H  -6.483  1.308  -1.180  -0.098
H  -7.706  1.671  -3.082  0.099
H  -8.341  2.730  -5.263  0.116
H  -7.221  4.840  -5.990  0.114
H  -5.489  5.897  -4.523  0.111
H  -4.879  4.821  -2.353  0.094
N  9.032  -2.671  6.137  0.210
C  8.189  -2.264  5.436  -0.144
C  7.153  -1.728  4.592  -0.197
C  6.384  -2.576  3.779  0.016
C  5.320  -2.052  3.030  -0.001
C  5.106  -0.672  3.023  -0.199
C  5.923  0.189  3.759  0.016
C  6.904  -0.350  4.597  0.022
N  4.031  -0.114  2.265  0.017
C  4.030  1.124  1.605  0.008
C  2.767  1.345  1.166  -0.132
N  1.994  0.187  1.420  -0.166
C  2.793  -0.643  2.135  -0.099
H  6.610  -3.644  3.748  0.139
H  4.676  -2.705  2.432  0.113
H  5.743  1.260  3.734  0.123
H  7.471  0.303  5.262  0.143
H  4.914  1.725  1.519  0.145
H  2.330  2.205  0.668  0.105
H  2.484  -1.569  2.630  0.153

Cartesian forces (eV/Å) of the 6 atoms listed first:
1.51 -1.22 2.01
-0.71 -1.49 -0.11
0.70 -0.42 -1.01
-1.72 0.22 0.32
0.04 0.20 0.31
0.96 2.64 -0.17

* HOMO level (alpha / beta): -13.84 / -13.84 eV
* lowest unoccupied orbital energy (alpha / beta): -10.708 / -10.431 eV
* spin multiplicity: 6
* maximum force: 0.055 Eh/bohr
* Kohn-Sham gap (alpha / beta): 0.1150 / 0.1252 Ha
* expectation value of S²: 8.771
* net charge: +3
* E: -3298.742598 hartree

***

Look up the E of the first one. -2507.824130 hartree